# C5H15NO

A 2-piece molecular cluster, C5H15NO overall at a distorted geometry (ωB97M-V with the def2-TZVPD basis set, the Open Molecules 2025 dataset).

Structure (XYZ):
```
22
C5H15NO (ωB97M-V with the def2-TZVPD basis set)
C 1.585 -0.144 -0.251
C 2.692 -0.777 -1.073
C 0.288 0.192 -0.950
N -0.771 0.729 -0.069
C -1.266 -0.146 0.991
C -0.707 0.214 2.379
H 1.922 0.666 0.416
H 1.302 -0.905 0.504
H 3.477 -1.099 -0.388
H 2.250 -1.627 -1.596
H 3.044 -0.128 -1.882
H 0.370 0.908 -1.765
H -0.146 -0.697 -1.424
H -0.365 1.567 0.324
H -0.983 -1.190 0.794
H -2.359 -0.196 0.975
H -0.929 -0.595 3.078
H -1.244 1.115 2.709
H 0.359 0.432 2.382
H -3.385 0.845 -2.250
H -2.282 0.654 -1.128
O -2.852 0.181 -1.777
```

Its spin multiplicity is 2. Its molar mass is 105.18 g mol⁻¹. Its highest occupied orbital energy (alpha / beta) is 1.397 / -5.697 eV. Its total energy is -329.42984 Eh. As for the net charge: -1. The frontier orbital gap (alpha / beta) is 2.311 / 9.269 eV. The LUMO energy (alpha / beta) is 3.71 / 3.57 eV.

=====

# C18H17F2

A 2-piece molecular cluster, C18H17F2 overall at a distorted geometry (ωB97M-V with the def2-TZVPD basis set, the Open Molecules 2025 dataset).

Structure (XYZ):
```
37
C18H17F2 (ωB97M-V with the def2-TZVPD basis set)
H -0.004 -1.616 0.224
C -0.033 1.595 3.032
C -0.500 0.359 3.548
C -1.837 -0.026 3.454
C 1.284 1.877 2.516
C 2.267 0.936 2.215
H -0.759 2.333 2.624
H 0.165 -0.304 4.088
H -2.208 -0.770 4.140
H -2.569 0.437 2.800
H 1.441 2.926 2.290
H 3.346 1.135 1.972
H 1.927 -0.124 2.183
F -3.439 2.018 -2.396
C -3.128 0.738 -1.967
C -4.176 -0.115 -1.637
C -3.868 -1.353 -1.062
C -2.538 -1.662 -0.796
C -1.456 -0.810 -1.117
C -0.029 -1.348 -0.837
C 1.288 -0.679 -1.231
C 2.433 -1.497 -1.138
C 3.719 -1.052 -1.446
C 3.908 0.266 -1.905
C 2.776 1.081 -2.022
F 2.977 2.404 -2.367
C 1.487 0.650 -1.654
C -1.781 0.431 -1.706
H -5.207 0.209 -1.717
H -4.654 -2.049 -0.773
H -2.295 -2.617 -0.315
H 0.007 -2.383 -1.231
H 2.298 -2.520 -0.791
H 4.581 -1.708 -1.284
H 4.909 0.660 -2.081
H 0.701 1.396 -1.661
H -1.033 1.182 -1.949
```

Its molar mass is 271.33 g mol⁻¹. Its highest occupied orbital energy is -11.534 eV. Its total energy is -895.43823 Eh. As for the net charge: +1. The frontier orbital gap is 4.383 eV. The LUMO energy is -7.15 eV.

=====

# C26H37EuGeN2O2S3

C26H37EuGeN2O2S3 as an isolated structure at a distorted geometry (ωB97M-V with the def2-TZVPD basis set, the Open Molecules 2025 dataset).

Structure (XYZ):
```
72
C26H37EuGeN2O2S3 (ωB97M-V with the def2-TZVPD basis set)
Eu -0.257 -0.019 -0.452
O -1.196 -3.036 0.187
C -0.664 -3.508 1.427
C -1.513 -3.729 2.491
C -1.008 -4.311 3.643
C 0.335 -4.673 3.702
C 1.187 -4.381 2.664
C 0.722 -3.750 1.495
C 1.646 -3.362 0.467
N 1.373 -2.596 -0.530
C 2.445 -2.404 -1.478
C 2.500 -0.949 -1.981
N 2.172 -0.086 -0.875
C 3.102 0.586 -0.302
C 2.929 1.305 0.917
C 3.971 2.138 1.363
C 3.898 2.826 2.545
C 2.785 2.636 3.370
C 1.772 1.797 2.991
C 1.760 1.128 1.736
O 0.763 0.384 1.421
H -2.545 -3.427 2.421
H -1.654 -4.504 4.482
H 0.714 -5.180 4.575
H 2.235 -4.633 2.743
H 2.658 -3.771 0.591
H 2.251 -3.069 -2.327
H 3.412 -2.685 -1.029
H 1.747 -0.813 -2.766
H 3.498 -0.754 -2.406
H 4.113 0.593 -0.739
H 4.851 2.244 0.742
H 4.691 3.492 2.849
H 2.727 3.155 4.316
H 0.914 1.639 3.630
C -3.768 0.722 0.520
C -4.568 0.551 -0.759
S -3.503 0.749 -2.239
C -3.566 -0.889 -3.062
C -2.286 -1.095 -3.853
S -0.810 -1.528 -2.868
C -1.195 -3.949 -0.933
C -2.434 -3.609 -0.245
S -2.696 -0.713 0.857
H -4.459 0.806 1.364
H -3.149 1.622 0.456
H -5.338 1.321 -0.824
H -5.043 -0.429 -0.793
H -4.423 -0.894 -3.742
H -3.697 -1.656 -2.298
H -2.052 -0.188 -4.412
H -2.425 -1.916 -4.560
H -0.720 -4.905 -0.745
H -0.953 -3.417 -1.876
H -2.885 -4.324 0.432
H -3.101 -2.846 -0.631
C 0.096 4.293 1.234
Ge 0.271 4.004 -0.728
C 2.205 4.121 -1.198
C -0.645 5.580 -1.598
C -0.605 2.352 -1.349
H 0.405 5.299 1.503
H 0.715 3.597 1.789
H -0.931 4.156 1.563
H 2.476 5.144 -1.437
H 2.438 3.500 -2.057
H 2.827 3.795 -0.373
H -0.163 6.512 -1.319
H -1.686 5.631 -1.291
H -0.620 5.493 -2.680
H -0.359 2.246 -2.422
H -1.680 2.585 -1.312
```

Its spin multiplicity is 8. Its molar mass is 730.37 g mol⁻¹. Its highest occupied orbital energy (alpha / beta) is -2.161 / -4.717 eV. Its total energy is -5254.64337 Eh. As for the net charge: -1. The frontier orbital gap (alpha / beta) is 4.655 / 7.205 eV. The LUMO energy (alpha / beta) is 2.49 / 2.49 eV.

=====

# C2H5BO3

C2H5BO3 as an isolated structure at a distorted geometry (ωB97M-V with the def2-TZVPD basis set, the Open Molecules 2025 dataset).

Structure (XYZ):
```
11
C2H5BO3 (ωB97M-V with the def2-TZVPD basis set)
B 0.993 -0.035 0.040
C -1.751 0.226 0.404
C -0.205 0.204 -0.913
O -2.541 -0.644 0.452
O 1.198 -1.281 0.478
O 1.872 0.928 0.384
H -1.865 1.230 0.909
H -0.422 1.140 -1.381
H -0.542 -0.641 -1.401
H 0.798 -1.951 -0.026
H 2.466 0.824 1.054
```

Its molar mass is 87.87 g mol⁻¹. Its highest occupied orbital energy is -9.126 eV. Its total energy is -329.81272 Eh. The frontier orbital gap is 9.650 eV. The LUMO energy is 0.52 eV.

=====

# C5H14N4

A 2-piece molecular cluster, C5H14N4 overall at a distorted geometry (ωB97M-V with the def2-TZVPD basis set, the Open Molecules 2025 dataset).

Structure (XYZ):
```
23
C5H14N4 (ωB97M-V with the def2-TZVPD basis set)
C 1.099 -1.575 -1.078
N -1.282 -1.869 1.480
N -0.771 -1.685 0.199
N 0.485 -1.335 0.214
H -2.116 -2.433 1.431
H -0.583 -2.197 2.148
H 0.410 -1.393 -1.913
H 1.463 -2.605 -1.111
H 1.962 -0.917 -1.176
C 0.297 1.816 -1.758
C 0.247 0.937 2.009
C -0.226 1.247 -0.469
N -1.526 0.837 -0.443
C 0.623 0.827 0.551
H -1.945 0.750 -1.362
H -1.593 -0.146 0.037
H 1.676 1.022 0.378
H 0.338 1.045 -2.534
H 1.293 2.230 -1.633
H -0.371 2.598 -2.119
H 0.735 0.137 2.572
H 0.609 1.880 2.418
H -0.823 0.828 2.161
```

Its molar mass is 130.20 g mol⁻¹. Its highest occupied orbital energy is -7.057 eV. Its SMILES is C/C=C(/C)N.C/N=N/N. Its total energy is -417.80804 Eh. The frontier orbital gap is 8.124 eV. The LUMO energy is 1.07 eV.

=====

# CHClFNO

A 2-piece molecular cluster, CHClFNO overall at a distorted geometry (ωB97M-V with the def2-TZVPD basis set, the Open Molecules 2025 dataset).

Structure (XYZ):
```
6
CHClFNO (ωB97M-V with the def2-TZVPD basis set)
C -0.157 -0.943 0.658
N -0.230 1.288 -0.577
O 0.713 -1.639 0.963
F -1.459 -1.223 0.791
Cl 0.615 0.901 -1.895
H 0.518 1.616 0.060
```

Its molar mass is 97.48 g mol⁻¹. Its highest occupied orbital energy (alpha / beta) is -10.027 / -10.134 eV. Its total energy is -728.60325 Eh. The frontier orbital gap (alpha / beta) is 8.908 / 8.784 eV. The LUMO energy (alpha / beta) is -1.12 / -1.35 eV.

=====

# C4H6BrF3N2

A 2-piece molecular cluster, C4H6BrF3N2 overall at a distorted geometry (ωB97M-V with the def2-TZVPD basis set, the Open Molecules 2025 dataset).

Structure (XYZ):
```
16
C4H6BrF3N2 (ωB97M-V with the def2-TZVPD basis set)
C 1.175 -0.188 1.138
C -0.302 0.223 1.314
C 0.796 0.128 -1.381
C 1.610 -0.300 -0.247
N 1.852 -0.409 2.258
N 1.644 2.847 -0.734
F 3.275 -0.695 2.151
F 0.383 2.825 -0.229
F 2.439 3.381 0.274
Br 3.334 -0.805 -0.613
H -0.606 0.482 2.386
H -0.388 1.131 0.674
H -0.910 -0.646 0.855
H 0.618 1.243 -1.493
H 1.073 -0.265 -2.413
H -0.194 -0.202 -1.158
```

Its molar mass is 219.00 g mol⁻¹. Its highest occupied orbital energy (alpha / beta) is -7.474 / -7.477 eV. Its total energy is -3138.75715 Eh. The frontier orbital gap (alpha / beta) is 4.252 / 4.255 eV. The LUMO energy (alpha / beta) is -3.22 / -3.22 eV.

=====

# CH6NO

A 2-piece molecular cluster, CH6NO overall at a distorted geometry (ωB97M-V with the def2-TZVPD basis set, the Open Molecules 2025 dataset).

Structure (XYZ):
```
9
CH6NO (ωB97M-V with the def2-TZVPD basis set)
O 1.114 2.033 0.017
H 0.763 2.721 0.728
C -0.577 -0.898 0.370
N 0.389 -0.812 -0.929
H -0.671 -1.844 0.779
H -1.606 -0.722 -0.049
H -0.117 -0.167 1.059
H -0.332 -0.269 -1.397
H 1.037 -0.043 -0.578
```

Its molar mass is 48.07 g mol⁻¹. Its highest occupied orbital energy is -2.513 eV. Its total energy is -171.63267 Eh. As for the net charge: -1. The frontier orbital gap is 7.093 eV. The LUMO energy is 4.58 eV.